# 1
{
  "formula": "C5H9NO",
  "method": "ωB97M-V/def2-TZVPD",
  "species": ["C", "O", "C", "C", "C", "C", "N", "H", "H", "H", "H", "H", "H", "H", "H", "H"],
  "coordinates": [[-0.4366, 1.4030, 1.9034], [0.2294, 0.3125, 1.3144], [0.7074, 0.5336, 0.0146], [0.5722, -0.7854, -0.7769], [-0.7880, -1.4729, -0.5876], [0.7903, -0.5171, -2.2060], [0.9081, -0.3040, -3.3371], [-1.1150, 1.0001, 2.6593], [-1.0285, 1.9535, 1.1596], [0.2582, 2.1022, 2.3874], [1.7610, 0.8491, 0.0340], [0.1393, 1.3298, -0.4898], [1.3685, -1.4655, -0.4533], [-0.7286, -2.5197, -0.8959], [-1.0758, -1.4309, 0.4649], [-1.5618, -0.9885, -1.1909]],
  "forces_ev_per_a": [[-0.150, 0.230, 0.145], [0.024, -0.098, -0.001], [0.043, 0.067, -0.230], [0.089, -0.033, -0.029], [-0.116, -0.041, 0.004], [0.162, 0.157, -0.949], [-0.065, -0.173, 1.081], [0.111, 0.068, -0.046], [0.050, -0.067, 0.109], [-0.032, -0.081, -0.100], [-0.138, -0.048, -0.049], [-0.032, -0.164, 0.092], [-0.112, 0.082, 0.033], [-0.013, 0.148, -0.008], [0.077, -0.042, -0.176], [0.101, -0.004, 0.125]],
  "homo_energy_ev": -10.341,
  "total_charge": 0,
  "relative_energy_kcal_mol": 37.0,
  "homo_lumo_gap_ha": 0.4105,
  "energy_ha": -325.878521,
  "smiles": "COC[C@@H](C)C#N"
}


# 2
{
  "formula": "C5H9NO",
  "method": "ωB97M-V/def2-TZVPD",
  "species": ["C", "C", "C", "C", "C", "O", "N", "H", "H", "H", "H", "H", "H", "H", "H", "H"],
  "coordinates": [[0.4243, -0.5947, 0.0306], [-0.9929, -0.3186, -0.2376], [-0.6005, -0.9442, 1.0802], [-1.6505, 1.0120, -0.4256], [2.2431, 1.0286, -0.0242], [1.2247, -1.4879, -0.6498], [1.1015, 0.7452, 0.4158], [0.8238, -2.3629, -0.6169], [-1.2468, -1.1452, -1.0074], [-0.6150, -0.3058, 1.9500], [-0.8256, -1.9862, 1.2587], [-1.4702, 1.3894, -1.4303], [-2.7259, 0.9233, -0.2726], [-1.2402, 1.7183, 0.2907], [2.8334, 0.3854, -0.6834], [2.7169, 1.9433, 0.3219]],
  "forces_ev_per_a": [[1.602, 3.745, 1.755], [-0.760, -2.603, -2.258], [0.306, -0.051, -0.217], [0.087, -0.077, 0.125], [0.396, -0.497, -0.093], [-0.043, -0.035, -0.224], [-0.928, -2.265, -0.234], [0.058, 0.040, 0.051], [-0.377, 1.434, 1.203], [0.051, 0.015, 0.070], [-0.082, -0.056, -0.035], [-0.005, 0.069, -0.050], [-0.025, 0.047, -0.007], [-0.060, 0.115, 0.009], [-0.100, -0.058, 0.040], [-0.120, 0.178, -0.135]],
  "homo_energy_ev": -9.183,
  "total_charge": 0,
  "relative_energy_kcal_mol": 64.3,
  "homo_lumo_gap_ha": 0.3679,
  "energy_ha": -325.835082,
  "smiles": "C=N[C@@]1(O)C[C@H]1C"
}


# 3
{
  "formula": "C5H9NO",
  "method": "ωB97M-V/def2-TZVPD",
  "species": ["C", "C", "C", "C", "C", "O", "N", "H", "H", "H", "H", "H", "H", "H", "H", "H"],
  "coordinates": [[1.1043, 0.8366, -0.2390], [-1.2683, -0.8830, 0.9061], [-1.2342, 0.2090, -0.1411], [1.9907, -0.6624, -0.0983], [2.5283, 0.4800, 0.1342], [-1.1865, -0.2860, -1.4494], [-1.9299, 1.2748, 0.1139], [-1.1405, -1.2494, -1.4730], [-2.2167, 1.7795, -0.7226], [2.0223, -1.7193, 0.0301], [0.7121, 1.5788, 0.4517], [1.0140, 1.1500, -1.2781], [3.4594, 0.9816, 0.2951], [-1.3730, -0.4372, 1.8907], [-2.1101, -1.5533, 0.7259], [-0.3720, -1.4996, 0.8539]],
  "forces_ev_per_a": [[3.491, -0.765, -0.413], [1.179, 0.153, 0.059], [-5.093, -0.396, -0.518], [-1.672, 2.629, 0.797], [0.328, 0.064, -1.179], [0.317, 0.695, 0.296], [1.861, -1.069, -0.144], [0.252, 0.173, 0.306], [0.300, -0.126, -0.187], [-0.320, -0.373, -0.074], [-0.698, -1.070, 0.481], [-0.226, -0.231, 0.182], [0.316, 0.083, 0.325], [0.054, -0.063, 0.016], [-0.185, 0.278, -0.153], [0.096, 0.016, 0.206]],
  "homo_energy_ev": -9.224,
  "total_charge": 0,
  "relative_energy_kcal_mol": 129.4,
  "homo_lumo_gap_ha": 0.3693,
  "energy_ha": -325.731294,
  "smiles": "[H]/N=C(/C)O.C1=CC1"
}


# 4
{
  "formula": "C5H9NO",
  "method": "ωB97M-V/def2-TZVPD",
  "species": ["N", "C", "C", "C", "C", "C", "O", "H", "H", "H", "H", "H", "H", "H", "H", "H"],
  "coordinates": [[0.7861, 0.5850, -0.9690], [1.3762, 1.3125, 0.1618], [0.8138, 0.6265, 1.4632], [0.4397, -0.7586, 0.9557], [0.0009, -0.5614, -0.5138], [-1.4709, -0.2307, -0.6131], [-2.3167, -1.0838, -0.6456], [1.4994, 0.3820, -1.6669], [2.4632, 1.2641, 0.2381], [1.0561, 2.3507, 0.1274], [0.0937, 1.2810, 1.9557], [1.6229, 0.5625, 2.1884], [-0.3734, -1.2825, 1.4739], [1.3038, -1.4079, 1.0614], [0.1494, -1.5151, -1.0214], [-1.5846, 0.8747, -0.6552]],
  "forces_ev_per_a": [[0.737, -0.064, -0.666], [-0.697, -0.306, 1.088], [0.945, 0.683, -0.468], [-1.347, -0.230, 0.472], [0.956, -0.066, 0.675], [0.756, -0.352, 0.133], [-0.286, 0.608, -0.006], [-0.525, -0.183, 0.223], [0.069, 0.021, -0.545], [0.212, 0.184, 0.022], [-0.617, -0.498, -0.313], [0.069, -0.114, 0.068], [0.148, 0.297, 0.274], [0.171, -0.071, -0.437], [0.223, 0.231, -0.461], [-0.814, -0.140, -0.060]],
  "homo_energy_ev": -9.051,
  "total_charge": 0,
  "relative_energy_kcal_mol": 35.5,
  "homo_lumo_gap_ha": 0.3643,
  "energy_ha": -325.880914,
  "smiles": "O=C[C@@H]1CCCN1"
}


# 5
{
  "formula": "C5H9NO",
  "method": "ωB97M-V/def2-TZVPD",
  "species": ["C", "N", "C", "C", "C", "O", "C", "H", "H", "H", "H", "H", "H", "H", "H", "H"],
  "coordinates": [[0.2114, 2.3630, -0.2966], [-0.2696, 1.0099, -0.0299], [0.1726, 0.3405, 1.1749], [0.6888, -0.0646, -0.1603], [0.3624, -1.5188, -0.2808], [1.2097, -2.2843, 0.1325], [-1.0037, -1.9780, -0.7018], [-0.5747, 3.0798, -0.0348], [0.4234, 2.4731, -1.3646], [1.1191, 2.6308, 0.2686], [0.9720, 0.6584, 1.8336], [-0.5969, -0.2787, 1.6327], [1.7267, 0.1958, -0.3678], [-1.2270, -2.9185, -0.1927], [-1.7762, -1.2282, -0.5105], [-0.9652, -2.1613, -1.7805]],
  "forces_ev_per_a": [[0.065, 0.064, -0.058], [-0.090, -0.086, -0.045], [0.003, 0.022, 0.362], [0.283, -0.162, 0.083], [0.147, -0.207, -0.005], [-0.199, -0.008, -0.532], [-0.056, -0.050, -0.035], [0.144, -0.181, 0.008], [-0.061, -0.056, 0.140], [-0.101, -0.172, -0.106], [-0.298, 0.748, 0.110], [0.212, 0.091, 0.065], [-0.105, -0.108, 0.115], [-0.016, 0.134, -0.132], [0.157, -0.050, -0.035], [-0.085, 0.020, 0.064]],
  "homo_energy_ev": -9.315,
  "total_charge": 0,
  "relative_energy_kcal_mol": 56.2,
  "homo_lumo_gap_ha": 0.3799,
  "energy_ha": -325.848001,
  "smiles": "CC(=O)[C@@H]1CN1C"
}


# 6
{
  "formula": "C5H9NO",
  "method": "ωB97M-V/def2-TZVPD",
  "species": ["C", "C", "O", "C", "C", "C", "N", "H", "H", "H", "H", "H", "H", "H", "H", "H"],
  "coordinates": [[-1.4279, -0.1057, -0.6008], [-0.6542, -0.2918, 0.6568], [-0.2915, -1.6386, 0.9560], [0.7283, 0.4866, 0.6172], [1.7892, -0.2513, -0.2074], [0.4291, 1.7838, -0.0567], [-0.5132, 1.8584, -0.8119], [-1.3585, 1.6799, -1.3447], [-2.5101, -0.0187, -0.4887], [-1.1360, -0.7679, -1.4200], [-1.2211, 0.1357, 1.4994], [-1.0723, -2.1800, 0.7967], [1.0991, 0.6244, 1.6386], [2.7301, 0.3060, -0.2214], [1.4502, -0.3831, -1.2410], [1.9587, -1.2377, 0.2281]],
  "forces_ev_per_a": [[-0.077, -0.390, 0.059], [0.037, 0.456, 0.025], [-0.231, -0.204, -0.061], [0.062, -0.053, 0.073], [0.048, -0.056, -0.049], [-0.529, -0.120, -0.337], [0.431, 0.063, 0.323], [0.046, 0.082, 0.001], [0.163, 0.059, -0.013], [-0.021, 0.143, 0.080], [0.083, -0.105, -0.118], [0.153, 0.025, 0.069], [-0.075, 0.006, -0.154], [-0.151, -0.072, 0.013], [0.053, 0.014, 0.152], [0.006, 0.151, -0.065]],
  "homo_energy_ev": [-7.592, -7.428],
  "total_charge": 0,
  "relative_energy_kcal_mol": 124.8,
  "homo_lumo_gap_ha": [0.2922, 0.2836],
  "energy_ha": -325.738671
}


# 7
{
  "formula": "C5H9NO",
  "method": "ωB97M-V/def2-TZVPD",
  "species": ["O", "C", "C", "C", "C", "N", "C", "H", "H", "H", "H", "H", "H", "H", "H", "H"],
  "coordinates": [[-2.3993, -0.9850, 0.8059], [-1.3067, -0.7471, -0.0535], [-0.8707, 0.7339, -0.2206], [0.5752, 0.2988, -0.0220], [1.6925, 0.6281, -0.9267], [1.6559, 1.1533, 0.4464], [0.1187, -1.0717, 0.4901], [-2.5569, -0.1604, 1.2848], [-1.5755, -1.1992, -1.0436], [-1.2091, 1.3066, 0.6488], [-1.1200, 1.2874, -1.1355], [1.5116, 1.3786, -1.6952], [2.4260, -0.1266, -1.2093], [2.2836, 0.6180, 1.0463], [0.5621, -1.9306, -0.0044], [0.2127, -1.1841, 1.5884]],
  "forces_ev_per_a": [[-0.053, 0.301, 0.071], [-0.174, 0.408, -0.446], [-0.039, 0.257, 0.093], [-0.113, -0.166, -0.220], [-0.005, -0.069, -0.350], [-0.060, -0.113, 0.218], [0.209, -0.251, -0.297], [-0.061, -0.318, 0.030], [0.602, 0.074, 0.906], [-0.013, 0.115, -0.015], [-0.004, -0.252, 0.219], [0.102, -0.089, 0.133], [-0.155, 0.054, 0.228], [-0.126, 0.097, -0.139], [0.287, -0.146, 0.122], [-0.398, 0.098, -0.554]],
  "homo_energy_ev": -9.472,
  "total_charge": 0,
  "relative_energy_kcal_mol": 63.2,
  "homo_lumo_gap_ha": 0.3845,
  "energy_ha": -325.836811,
  "smiles": "O[C@H]1C[C@]2(CN2)C1"
}


# 8
{
  "formula": "C5H9NO",
  "method": "ωB97M-V/def2-TZVPD",
  "species": ["C", "O", "C", "C", "C", "C", "N", "H", "H", "H", "H", "H", "H", "H", "H", "H"],
  "coordinates": [[-2.1180, -0.3848, 2.5242], [-1.1272, -0.0080, 1.5932], [0.7009, -0.0068, -1.0097], [0.4127, 1.0715, -2.0299], [2.1372, -0.4393, -0.8174], [-0.2655, -0.5419, -0.3023], [-1.1420, -0.8968, 0.5064], [-1.9441, -1.3947, 2.9180], [-2.0119, 0.3630, 3.3143], [-3.1239, -0.3468, 2.0866], [0.9967, 1.9793, -1.8119], [-0.6467, 1.3409, -2.0181], [0.6815, 0.7315, -3.0391], [2.5318, -0.8899, -1.7382], [2.2160, -1.1677, -0.0063], [2.7739, 0.4220, -0.5621]],
  "forces_ev_per_a": [[-0.163, -0.015, 0.211], [-0.070, 0.180, 0.330], [-0.070, -0.037, 0.055], [-0.085, -0.016, -0.021], [-0.011, -0.094, 0.025], [0.038, 0.266, 0.297], [0.576, -0.059, -0.907], [0.043, 0.203, -0.040], [-0.209, -0.231, 0.012], [0.183, 0.070, 0.057], [-0.096, -0.319, -0.018], [0.164, -0.038, -0.076], [-0.039, 0.095, 0.183], [-0.044, 0.104, 0.182], [0.032, 0.068, -0.161], [-0.250, -0.177, -0.128]],
  "homo_energy_ev": -9.086,
  "total_charge": 0,
  "relative_energy_kcal_mol": 89.8,
  "homo_lumo_gap_ha": 0.3700,
  "energy_ha": -325.794436,
  "smiles": "CON=C=C(C)C"
}


# 9
{
  "formula": "C5H9NO",
  "method": "ωB97M-V/def2-TZVPD",
  "species": ["C", "C", "C", "N", "C", "C", "O", "H", "H", "H", "H", "H", "H", "H", "H", "H"],
  "coordinates": [[1.2964, -0.8368, -0.0262], [0.1640, 0.1948, -0.1120], [0.7046, 1.5666, -0.4645], [-1.0642, -0.2163, -0.8510], [-1.7227, -0.7361, 0.3586], [-0.7220, 0.1123, 1.1305], [-0.6908, 0.6254, 2.2120], [1.9429, -0.5849, 0.8221], [1.9110, -0.8215, -0.9337], [0.9293, -1.8596, 0.1178], [1.2265, 1.5415, -1.4283], [1.4151, 1.8822, 0.3069], [-0.1046, 2.2980, -0.5265], [-0.9233, -0.8851, -1.5964], [-2.7753, -0.4716, 0.4791], [-1.5885, -1.8130, 0.5449]],
  "forces_ev_per_a": [[0.012, -0.080, -0.017], [0.103, 0.179, -0.007], [0.002, 0.063, 0.003], [0.235, -0.161, -0.492], [-0.278, -0.037, 0.178], [0.090, 0.137, 0.702], [0.014, -0.264, -0.351], [-0.053, -0.064, -0.150], [-0.142, 0.032, 0.088], [-0.025, 0.182, 0.017], [-0.078, -0.013, 0.141], [-0.083, 0.021, -0.129], [0.096, -0.088, 0.033], [0.047, -0.073, 0.006], [0.059, -0.026, -0.045], [0.002, 0.193, 0.022]],
  "homo_energy_ev": -9.524,
  "total_charge": 0,
  "relative_energy_kcal_mol": 36.9,
  "homo_lumo_gap_ha": 0.3836,
  "energy_ha": -325.878780,
  "smiles": "CC1(C)NCC1=O"
}


# 10
{
  "formula": "C5H9NO",
  "method": "ωB97M-V/def2-TZVPD",
  "species": ["C", "C", "N", "C", "C", "C", "O", "H", "H", "H", "H", "H", "H", "H", "H", "H"],
  "coordinates": [[1.3452, -0.1227, 1.2065], [1.1581, -0.5086, -0.2430], [0.3588, -1.7047, -0.5287], [-0.1268, -0.4113, -0.9691], [-1.3128, 0.1236, -0.2984], [-1.3605, 1.6786, -0.1109], [-1.1287, 2.8702, -0.1581], [0.5043, -0.4625, 1.8179], [2.2519, -0.5864, 1.6100], [1.4424, 0.9639, 1.3156], [2.0301, -0.3350, -0.8714], [0.7251, -2.2307, -1.3127], [-0.1040, -0.1214, -2.0127], [-1.4465, -0.4141, 0.6847], [-2.2744, -0.0651, -0.8110], [-2.0624, 1.3262, 0.6813]],
  "forces_ev_per_a": [[-0.057, -0.006, -0.008], [0.279, 0.118, -0.016], [0.133, -0.384, -0.219], [0.218, -0.042, -0.644], [1.325, -0.062, -1.481], [-2.891, -1.328, 4.377], [1.257, -1.522, -1.873], [0.119, 0.056, -0.105], [-0.137, 0.061, -0.075], [-0.003, -0.158, -0.037], [-0.044, -0.121, 0.089], [0.115, -0.076, 0.076], [0.394, -0.281, -0.232], [0.277, 1.183, -0.674], [0.371, 0.057, -0.110], [-1.356, 2.504, 0.932]],
  "homo_energy_ev": -8.806,
  "total_charge": 0,
  "relative_energy_kcal_mol": 98.1,
  "homo_lumo_gap_ha": 0.3539,
  "energy_ha": -325.781221,
  "smiles": "C[C@H]1N[C@H]1CC=O"
}


# 11
{
  "formula": "C5H9NO",
  "method": "ωB97M-V/def2-TZVPD",
  "species": ["C", "C", "C", "N", "C", "C", "O", "H", "H", "H", "H", "H", "H", "H", "H", "H"],
  "coordinates": [[-0.5274, 2.0450, 0.2381], [-0.9377, 0.5874, 0.1977], [-0.5130, -0.2818, -1.0027], [-0.0582, -1.3248, -0.0573], [1.3225, -1.7686, -0.1136], [-0.2146, -0.4543, 1.0345], [0.2132, -0.5411, 2.1566], [0.5303, 2.2014, -0.0049], [-0.7193, 2.4722, 1.2254], [-1.1249, 2.5928, -0.4974], [-1.9993, 0.4708, 0.4149], [-1.3117, -0.5809, -1.6875], [0.3238, 0.1289, -1.5843], [1.9137, -0.9719, 0.3620], [1.4485, -2.6837, 0.4625], [1.6541, -1.8914, -1.1439]],
  "forces_ev_per_a": [[-0.049, 0.082, 0.033], [-0.318, 0.186, 0.047], [-0.080, 0.143, -0.198], [0.202, 0.237, 0.350], [0.466, -0.092, 0.034], [-0.231, -0.041, 0.333], [-0.190, 0.145, -0.533], [-0.172, -0.162, 0.075], [0.032, -0.020, -0.105], [0.111, 0.050, 0.122], [-0.180, 0.190, -0.152], [0.174, -0.161, 0.135], [-0.169, 0.096, 0.176], [0.408, -0.427, -0.194], [0.107, -0.011, -0.171], [-0.111, -0.215, 0.049]],
  "homo_energy_ev": -9.454,
  "total_charge": 0,
  "relative_energy_kcal_mol": 31.2,
  "homo_lumo_gap_ha": 0.3805,
  "energy_ha": -325.887855,
  "smiles": "C[C@H]1CN(C)C1=O"
}


# 12
{
  "formula": "C5H9NO",
  "method": "ωB97M-V/def2-TZVPD",
  "species": ["O", "C", "C", "C", "C", "N", "C", "H", "H", "H", "H", "H", "H", "H", "H", "H"],
  "coordinates": [[-2.1336, -0.7706, 1.2417], [-1.3773, -0.7458, 0.0569], [-1.0299, 0.6401, -0.5457], [0.4578, 0.2978, -0.3830], [1.8330, 0.7047, -0.7790], [1.1564, 1.3559, 0.3232], [0.1273, -1.0774, 0.2063], [-1.5756, -0.4225, 1.9500], [-1.9011, -1.3864, -0.6539], [-1.2388, 1.4253, 0.1900], [-1.4693, 0.9352, -1.4986], [2.0987, 1.3048, -1.6447], [2.6024, -0.0112, -0.4843], [1.4673, 1.0572, 1.2366], [0.4384, -1.9573, -0.3701], [0.4860, -1.2154, 1.2343]],
  "forces_ev_per_a": [[0.019, 0.134, 0.219], [-0.031, -0.161, -0.333], [-0.142, 0.062, -0.143], [-0.064, 0.142, 0.311], [0.141, -0.060, -0.275], [0.270, 0.057, 0.552], [0.035, -0.008, 0.144], [-0.222, -0.016, -0.094], [0.067, -0.066, 0.111], [-0.084, -0.060, -0.275], [0.070, -0.262, -0.055], [-0.248, 0.056, 0.117], [-0.134, -0.053, -0.345], [0.445, -0.073, 0.091], [0.077, 0.334, -0.016], [-0.198, -0.026, -0.008]],
  "homo_energy_ev": -9.686,
  "total_charge": 0,
  "relative_energy_kcal_mol": 71.8,
  "homo_lumo_gap_ha": 0.3906,
  "energy_ha": -325.823101,
  "smiles": "O[C@H]1C[C@]2(CN2)C1"
}